(1)
DFT (the ωB97M-V functional and the def2-TZVPD basis) results for one molecule with the formula H3N3O.

Calculated values
Charge   0
Largest force on an atom   0.078 Eh/bohr
HOMO-LUMO gap   11.3 eV

Each atom is followed by the atoms it is bonded to, with distances in Å.
Cartesian coordinates (Å):
1 N 0.6045 1.2296 -0.1312  N3 1.209, H5 1.020
2 N -0.4504 -0.6251 -0.0973  N3 1.370, H6 1.003, H7 0.981
3 N 0.7517 0.0312 -0.0763  N1 1.209, N2 1.370, O4 1.254
4 O 1.8036 -0.6316 0.0891  N3 1.254
5 H 1.4342 1.8062 0.0109  N1 1.020
6 H -1.2646 -0.2656 -0.5589  N2 1.003
7 H -0.3092 -1.5838 -0.2495  N2 0.981



(2)
DFT (the ωB97M-V functional and the def2-TZVPD basis) results for a 2-piece molecular cluster, H3N3O2 overall.

Calculated values
Charge   0
Largest force on an atom   0.111 Eh/bohr
HOMO-LUMO gap (alpha / beta)   8.9 / 8.5 eV

Each atom is followed by the atoms it is bonded to, with distances in Å.
Cartesian coordinates (Å):
1 N -1.2778 0.2422 -0.2426  N2 1.352, H6 1.035, H7 0.938
2 N -0.4685 -0.8348 -0.3555  N1 1.352, H8 1.074
3 N 1.3788 0.0185 0.0542  O4 1.176, O5 1.193
4 O 1.1279 1.1558 0.2206  N3 1.176
5 O 2.3953 -0.5949 -0.0631  N3 1.193
6 H -1.4909 0.5682 0.7165  N1 1.035
7 H -1.0398 0.9730 -0.7797  N1 0.938
8 H -0.6250 -1.5280 0.4495  N2 1.074



Values for ΔE to the lowest compared entry with this formula, charge and spin, eV, ordered as above
2.2776; 1.4173